Record 1
{
  "formula": "C16H35Cl8NO7",
  "method": "the ωB97M-V functional and the def2-TZVPD basis",
  "symbols": ["C", "O", "C", "C", "C", "N", "H", "H", "H", "H", "H", "H", "H", "H", "H", "H", "H", "C", "C", "O", "C", "O", "O", "C", "H", "H", "H", "H", "H", "H", "H", "H", "C", "C", "O", "C", "O", "O", "C", "H", "H", "H", "H", "H", "H", "H", "H", "Cl", "C", "Cl", "H", "H", "Cl", "C", "Cl", "H", "H", "Cl", "C", "Cl", "H", "H", "Cl", "C", "Cl", "H", "H"],
  "coordinates": [[5.132, -10.382, 23.438], [5.280, -9.219, 22.652], [6.252, -8.339, 23.169], [6.463, -7.223, 22.170], [7.607, -6.315, 22.604], [5.257, -6.433, 21.896], [6.100, -10.886, 23.573], [4.480, -11.068, 22.907], [4.736, -10.132, 24.429], [5.865, -7.916, 24.122], [7.193, -8.843, 23.427], [6.757, -7.728, 21.239], [7.843, -5.600, 21.814], [8.521, -6.866, 22.822], [7.322, -5.775, 23.512], [5.185, -5.702, 22.604], [4.440, -7.012, 22.083], [6.223, 0.649, 14.280], [7.126, -0.486, 13.853], [7.289, -1.491, 14.869], [8.050, -1.161, 15.904], [8.615, -0.115, 16.073], [8.083, -2.200, 16.738], [8.959, -2.060, 17.860], [6.540, 1.116, 15.206], [5.170, 0.358, 14.302], [6.246, 1.435, 13.513], [8.114, -0.098, 13.595], [6.720, -1.018, 13.000], [8.588, -1.307, 18.550], [9.968, -1.816, 17.529], [8.994, -3.045, 18.316], [4.910, -4.105, 14.867], [5.330, -5.557, 14.709], [4.347, -6.187, 13.895], [4.063, -7.482, 14.008], [3.295, -8.034, 13.270], [4.688, -8.063, 15.037], [4.435, -9.452, 15.195], [5.581, -3.591, 15.553], [3.888, -4.085, 15.257], [4.852, -3.592, 13.907], [5.396, -5.988, 15.699], [6.302, -5.611, 14.215], [4.273, -9.958, 14.246], [3.549, -9.616, 15.812], [5.272, -9.895, 15.723], [1.875, -7.971, 18.001], [2.958, -8.206, 19.384], [2.880, -9.867, 20.000], [3.962, -8.008, 19.037], [2.654, -7.543, 20.182], [6.450, -9.587, 18.064], [8.115, -9.065, 17.824], [8.835, -8.441, 19.335], [8.691, -9.920, 17.495], [8.175, -8.249, 17.115], [0.805, -5.101, 20.276], [1.704, -3.809, 19.456], [0.752, -2.326, 19.326], [2.572, -3.569, 20.053], [1.959, -4.157, 18.466], [7.479, -5.498, 17.596], [6.304, -5.582, 18.908], [4.650, -5.334, 18.350], [6.374, -6.536, 19.412], [6.514, -4.771, 19.592]],
  "e_tot_ev": -133161.875,
  "smiles": "COC[C@H](C)N.CCOC(=O)OC.CCOC(=O)OC.ClCCl.ClCCl.ClCCl.ClCCl"
}

---

Record 2
{
  "formula": "C20H26N3O",
  "method": "the ωB97M-V functional and the def2-TZVPD basis",
  "symbols": ["C", "O", "C", "C", "C", "C", "C", "C", "C", "N", "C", "C", "C", "C", "C", "C", "C", "N", "C", "N", "C", "C", "C", "C", "H", "H", "H", "H", "H", "H", "H", "H", "H", "H", "H", "H", "H", "H", "H", "H", "H", "H", "H", "H", "H", "H", "H", "H", "H", "H"],
  "coordinates": [[-0.766, -2.946, 5.372], [-0.127, -1.845, 4.835], [-0.507, -1.303, 3.637], [0.298, -0.229, 3.144], [-0.074, 0.423, 1.972], [-1.210, 0.070, 1.278], [-1.439, 0.931, 0.032], [-0.941, 0.316, -1.227], [0.549, 0.179, -1.645], [1.235, -0.969, -2.017], [0.775, -2.336, -2.086], [2.504, -0.630, -2.522], [3.652, -1.428, -2.604], [4.895, -0.740, -2.684], [4.952, 0.667, -2.716], [3.772, 1.452, -2.689], [2.560, 0.750, -2.583], [1.333, 1.224, -2.105], [0.947, 2.622, -2.241], [-2.905, 1.262, 0.078], [-3.371, 2.281, -0.815], [-3.725, 1.160, 1.287], [-2.004, -0.970, 1.767], [-1.660, -1.686, 2.932], [-0.116, -3.232, 6.213], [-1.780, -2.693, 5.752], [-0.847, -3.803, 4.664], [1.154, 0.132, 3.750], [0.562, 1.204, 1.561], [-0.832, 1.895, 0.172], [-1.492, 0.913, -2.033], [-1.273, -0.711, -0.857], [1.654, -2.955, -2.024], [0.075, -2.573, -1.282], [0.292, -2.577, -3.048], [3.591, -2.487, -2.563], [5.840, -1.313, -2.710], [5.933, 1.162, -2.755], [3.784, 2.518, -2.691], [1.869, 3.184, -2.296], [0.381, 2.836, -3.169], [0.358, 2.939, -1.375], [-4.431, 2.434, -0.619], [-2.857, 3.230, -0.668], [-3.283, 1.958, -1.847], [-4.582, 1.853, 1.220], [-4.218, 0.190, 1.389], [-3.240, 1.380, 2.233], [-2.940, -1.285, 1.260], [-2.345, -2.456, 3.321]],
  "de_lowest_kj_mol": 259.7,
  "total_charge": 1,
  "e_tot_ev": -27671.543,
  "smiles": "COc1ccc([C@@H](Cc2n(C)c3ccccc3[n+]2C)N(C)C)cc1"
}

---

Record 3
{
  "formula": "C7H6O3",
  "method": "the ωB97M-V functional and the def2-TZVPD basis",
  "symbols": ["C", "C", "C", "C", "C", "C", "C", "H", "H", "H", "H", "H", "H", "O", "O", "O"],
  "coordinates": [[-0.893, 0.649, -0.198], [-1.589, -0.264, -0.959], [-0.903, -1.479, -1.119], [0.521, -1.626, -0.696], [1.319, -0.566, -0.025], [0.390, 0.543, 0.081], [1.074, 1.589, 0.648], [-2.643, 1.490, 1.010], [-2.881, -0.062, -0.618], [-1.420, -2.379, -1.544], [0.619, -2.879, -0.756], [2.735, 0.131, 1.089], [0.378, 2.495, 0.712], [-1.487, 1.564, 0.732], [2.496, -0.811, 0.565], [2.283, 1.602, 1.079]],
  "de_lowest_kj_mol": 506.8,
  "e_tot_ev": -13493.280
}

---

Record 4
{
  "formula": "C5H7NO",
  "method": "the ωB97M-V functional and the def2-TZVPD basis",
  "symbols": ["C", "C", "C", "C", "C", "N", "O", "H", "H", "H", "H", "H", "H", "H"],
  "coordinates": [[-0.547, 2.555, -1.051], [-0.826, -0.432, 1.121], [0.410, -0.179, 0.251], [-0.992, 0.033, -0.259], [1.287, -1.345, -0.161], [0.406, 3.114, -1.364], [-1.506, 1.855, -0.657], [-1.118, -1.349, 1.540], [-0.994, 0.204, 1.961], [0.975, 0.751, 0.439], [-1.614, -0.370, -0.931], [0.575, -2.107, -0.602], [1.890, -1.711, 0.692], [2.055, -1.017, -0.979]],
  "de_lowest_kj_mol": 403.4,
  "e_tot_ev": -8832.022
}

---

Record 5
{
  "formula": "C6H8CuLiO5",
  "method": "the ωB97M-V functional and the def2-TZVPD basis",
  "symbols": ["Cu", "O", "O", "C", "C", "O", "C", "H", "H", "H", "H", "Li", "O", "C", "C", "O", "C", "H", "H", "H", "H"],
  "coordinates": [[2.692, 1.470, 1.327], [1.203, 1.549, -0.262], [1.063, -0.428, -1.476], [2.072, -1.366, -1.156], [1.776, -1.686, 0.300], [1.315, -0.438, 0.788], [0.729, 0.337, -0.310], [1.984, -2.231, -1.822], [3.073, -0.917, -1.272], [2.659, -1.993, 0.872], [0.983, -2.443, 0.397], [-3.101, 0.972, 0.395], [-1.496, 1.243, -0.642], [-4.243, -0.948, 0.229], [-3.048, -1.555, -0.264], [-1.348, -0.751, 0.298], [-0.821, 0.286, -0.229], [-4.951, -0.670, -0.566], [-4.649, -1.371, 1.158], [-2.892, -1.382, -1.337], [-2.739, -2.476, 0.248]],
  "de_lowest_kj_mol": 72.7,
  "e_tot_ev": -61431.268
}

---

Record 6
{
  "formula": "C16H20NO8P2SSiTa",
  "method": "the ωB97M-V functional and the def2-TZVPD basis",
  "symbols": ["Ta", "C", "Si", "C", "C", "N", "C", "C", "C", "C", "C", "C", "O", "C", "C", "C", "C", "C", "C", "H", "H", "H", "H", "H", "H", "H", "H", "H", "H", "H", "H", "H", "H", "H", "H", "H", "H", "O", "P", "O", "O", "O", "P", "O", "O", "O", "H", "H", "S", "C"],
  "coordinates": [[1.397, 0.300, -0.310], [-0.528, 2.269, 3.351], [0.837, 1.098, 2.801], [2.362, 2.114, 2.362], [1.382, -0.268, 3.973], [0.230, 0.348, 1.258], [-1.043, -0.231, 1.250], [-1.731, -0.707, 2.364], [-2.974, -1.303, 2.231], [-3.565, -1.420, 0.983], [-2.904, -0.950, -0.144], [-1.659, -0.378, 0.000], [-0.892, 0.110, -1.061], [-1.443, 0.014, -2.354], [-2.338, 0.981, -2.772], [-2.877, 0.884, -4.045], [-2.515, -0.166, -4.878], [-1.607, -1.120, -4.442], [-1.065, -1.036, -3.168], [-0.204, 2.845, 4.220], [-1.459, 1.766, 3.612], [-0.746, 2.973, 2.545], [2.873, 2.402, 3.284], [2.110, 3.028, 1.826], [3.081, 1.547, 1.765], [1.956, 0.158, 4.797], [2.036, -0.945, 3.423], [0.574, -0.857, 4.405], [-1.283, -0.622, 3.344], [-3.480, -1.682, 3.109], [-4.535, -1.884, 0.877], [-3.354, -1.045, -1.123], [-2.606, 1.792, -2.107], [-3.582, 1.629, -4.389], [-2.947, -0.244, -5.866], [-1.320, -1.934, -5.094], [-0.366, -1.773, -2.797], [4.250, -0.058, -3.093], [3.185, -0.192, -1.978], [1.730, -0.064, -2.370], [3.370, 0.801, -0.862], [3.387, -1.683, -1.373], [2.441, -1.982, -0.067], [2.812, -3.427, 0.363], [1.017, -1.826, -0.501], [2.741, -0.892, 0.927], [4.356, -0.795, -3.719], [3.659, -3.539, 0.826], [0.333, 3.679, -0.835], [0.904, 2.286, -0.545]],
  "de_lowest_kj_mol": 32.0,
  "s_squared": 0.76,
  "total_charge": 1,
  "e_tot_ev": -73631.571,
  "spin_multiplicity": 2
}